No. 1
{
  "formula": "C2H6N2O",
  "method": "ωB97M-V with the def2-TZVPD basis set",
  "elements": ["C", "C", "H", "H", "H", "H", "H", "H", "N", "N", "O"],
  "coordinates": [[-1.471, -0.905, 0.062], [0.948, -0.528, -0.111], [-1.858, -1.065, 1.144], [-2.301, -0.403, -0.621], [-1.128, -1.870, -0.349], [-0.880, 1.711, 0.923], [-1.228, 1.676, -0.783], [0.764, -1.641, -0.265], [-0.343, 0.042, -0.017], [-0.552, 1.393, -0.042], [2.004, 0.019, 0.083]],
  "forces_ev_per_angstrom": [[-1.34, 1.50, -0.28], [-1.33, 0.19, 0.90], [0.52, 0.39, -1.78], [1.33, -1.51, 1.50], [-0.51, 0.40, 0.15], [0.41, -0.30, -1.95], [0.64, -0.44, 0.92], [0.81, 0.87, 0.02], [0.96, -2.20, -0.46], [-0.88, 1.44, 1.56], [-0.61, -0.34, -0.60]],
  "gap_ev": 10.190,
  "smiles": "CN(N)C=O",
  "homo_ev": -9.46
}

=====

No. 2
{
  "formula": "C6H7N2O4",
  "method": "ωB97M-V with the def2-TZVPD basis set",
  "elements": ["C", "C", "C", "C", "C", "C", "N", "N", "O", "O", "O", "O", "H", "H", "H", "H", "H", "H", "H"],
  "coordinates": [[-1.404, -0.132, -0.063], [-0.459, -0.717, -0.910], [-1.110, 1.172, 0.483], [0.869, -0.329, -1.004], [0.175, 1.855, -0.018], [1.312, 0.771, -0.148], [2.574, -1.890, 0.875], [-2.644, -0.714, 0.006], [2.271, -1.025, 1.710], [-1.901, 1.800, 1.230], [-2.653, -1.926, -0.229], [-3.632, -0.035, 0.188], [1.737, -2.647, 0.726], [1.489, -1.180, -1.393], [0.057, 2.265, -1.011], [0.500, 2.693, 0.682], [1.513, 0.307, 0.835], [2.018, 1.395, -0.659], [-0.713, -1.662, -1.300]],
  "forces_ev_per_angstrom": [[1.55, 2.23, 0.00], [2.56, -0.12, 0.78], [-2.23, 1.80, 0.60], [-1.70, -2.34, -0.65], [0.61, -1.15, 1.63], [-1.39, 1.42, -0.28], [-1.77, 0.56, 1.33], [0.28, -0.12, -0.53], [0.72, -2.91, -1.58], [1.55, -0.74, -0.75], [-1.05, -0.96, 0.11], [-1.10, -0.05, 0.45], [1.24, 1.78, 0.65], [0.02, 1.50, 0.01], [-0.46, 0.18, -0.34], [-0.61, -1.13, -0.77], [0.50, 1.19, -0.30], [1.68, -0.29, 0.44], [-0.40, -0.84, -0.78]],
  "gap_ev": [5.821, 5.823],
  "total_charge": -1,
  "homo_ev": [-3.45, -3.45]
}

=====

No. 3
{
  "formula": "C13H16N2O5",
  "method": "ωB97M-V with the def2-TZVPD basis set",
  "elements": ["C", "H", "C", "H", "H", "C", "C", "O", "O", "H", "C", "H", "H", "C", "C", "O", "N", "C", "C", "C", "C", "C", "C", "H", "H", "H", "N", "O", "O", "H", "H", "H", "H", "H", "H", "H"],
  "coordinates": [[-0.036, 5.281, -0.118], [-1.007, 5.292, -0.609], [0.755, 4.042, -0.522], [0.968, 4.095, -1.592], [1.709, 4.022, 0.005], [0.000, 2.738, -0.242], [0.678, 1.559, -0.908], [0.086, 0.627, -1.396], [2.004, 1.633, -0.878], [2.401, 0.822, -1.231], [-0.096, 2.432, 1.263], [-0.591, 3.266, 1.760], [0.911, 2.327, 1.672], [-0.875, 1.145, 1.543], [-0.025, -0.083, 1.249], [1.162, -0.119, 1.484], [-0.741, -1.132, 0.746], [-0.268, -2.363, 0.303], [-1.163, -3.204, -0.351], [-0.736, -4.444, -0.802], [0.573, -4.872, -0.619], [1.455, -4.031, 0.034], [1.047, -2.791, 0.496], [1.741, -2.144, 1.004], [2.476, -4.343, 0.189], [0.872, -5.842, -0.984], [-1.679, -5.303, -1.473], [-1.271, -6.362, -1.900], [-2.825, -4.918, -1.567], [-2.188, -2.910, -0.522], [-1.707, -0.953, 0.510], [-1.130, 1.104, 2.605], [-1.799, 1.127, 0.964], [-1.013, 2.802, -0.655], [-0.191, 5.320, 0.956], [0.505, 6.177, -0.412]],
  "forces_ev_per_angstrom": [[0.15, -0.17, -0.05], [-0.13, 0.05, -0.03], [-0.23, 0.03, 0.01], [0.10, 0.00, 0.01], [0.06, -0.03, -0.07], [0.38, 0.08, 0.11], [-0.50, -0.02, -0.32], [-0.06, -0.05, -0.13], [0.70, 0.26, 0.08], [-0.32, -0.01, 0.02], [-0.17, -0.10, -0.14], [0.03, 0.01, 0.02], [-0.03, 0.07, 0.05], [0.30, 0.20, 0.10], [-0.62, -0.08, 0.09], [0.30, 0.04, 0.08], [-0.45, 0.00, 0.10], [0.33, -0.49, -0.12], [-0.01, -0.15, -0.09], [0.95, 0.83, 0.66], [-0.24, -0.16, -0.15], [-0.23, 0.01, -0.06], [0.10, 0.15, 0.09], [-0.01, -0.01, 0.01], [0.08, -0.03, 0.02], [0.01, -0.03, -0.01], [-0.39, -0.37, -0.26], [0.05, -0.23, -0.11], [-0.29, 0.06, -0.06], [-0.05, 0.02, 0.00], [0.23, 0.12, 0.06], [-0.05, -0.06, -0.04], [-0.06, -0.03, 0.04], [0.12, -0.11, -0.03], [-0.06, 0.07, 0.11], [-0.01, 0.12, 0.01]],
  "gap_ev": 8.602,
  "smiles": "CC[C@H](CCC(=O)Nc1cccc([N+](=O)[O-])c1)C(=O)O",
  "homo_ev": -9.01
}

=====

No. 4
{
  "formula": "C21H26N3O2",
  "method": "ωB97M-V with the def2-TZVPD basis set",
  "elements": ["C", "N", "C", "C", "H", "H", "H", "H", "H", "H", "H", "H", "O", "N", "O", "C", "C", "C", "C", "C", "C", "N", "C", "C", "C", "C", "C", "C", "C", "C", "C", "C", "C", "C", "H", "H", "H", "H", "H", "H", "H", "H", "H", "H", "H", "H", "H", "H", "H", "H", "H", "H"],
  "coordinates": [[-1.057, -4.050, -2.747], [0.207, -3.314, -2.743], [1.471, -4.051, -2.749], [0.206, -2.011, -2.726], [-0.815, -5.116, -2.747], [-1.651, -3.795, -1.860], [-1.652, -3.796, -3.633], [1.227, -5.117, -2.749], [2.066, -3.798, -3.636], [2.068, -3.799, -1.863], [1.165, -1.487, -2.760], [-0.753, -1.488, -2.756], [4.280, -1.695, 4.723], [3.994, -1.861, 3.513], [4.771, -2.439, 2.715], [2.747, -1.378, 3.027], [2.409, -1.556, 1.669], [1.207, -1.068, 1.192], [0.306, -0.368, 2.048], [-0.938, 0.226, 1.574], [-1.015, 1.140, 0.545], [-2.195, 1.785, 0.274], [-3.411, 1.465, 1.013], [-4.456, 2.495, 0.547], [-3.677, 3.606, -0.168], [-2.196, 3.187, -0.138], [0.197, 1.524, -0.260], [1.339, 2.017, 0.388], [2.506, 2.291, -0.320], [2.542, 2.085, -1.701], [1.399, 1.624, -2.367], [0.229, 1.357, -1.652], [0.662, -0.239, 3.419], [1.867, -0.712, 3.901], [3.124, -2.066, 1.024], [0.947, -1.204, 0.140], [-1.838, -0.003, 2.147], [-3.744, 0.430, 0.851], [-3.250, 1.594, 2.099], [-5.165, 2.019, -0.138], [-5.012, 2.883, 1.406], [-4.008, 3.709, -1.205], [-3.799, 4.569, 0.336], [-1.666, 3.799, 0.619], [-1.684, 3.342, -1.097], [1.303, 2.165, 1.469], [3.384, 2.662, 0.215], [3.455, 2.291, -2.256], [1.417, 1.470, -3.446], [-0.654, 0.968, -2.163], [-0.021, 0.291, 4.088], [2.162, -0.581, 4.941]],
  "forces_ev_per_angstrom": [[-0.63, -0.49, 0.03], [-0.02, 2.83, 0.10], [0.66, -0.49, 0.05], [0.06, -1.83, -0.39], [-0.31, 0.28, 0.01], [0.30, -0.12, -0.14], [0.32, -0.10, 0.14], [0.31, 0.29, 0.00], [-0.33, -0.09, 0.16], [-0.32, -0.11, -0.16], [-0.37, -0.01, 0.17], [0.37, -0.08, 0.15], [-0.81, -0.21, -2.39], [3.07, -1.16, 1.34], [-1.61, 1.09, 1.25], [-1.69, 0.73, -0.76], [0.41, 0.00, 0.65], [-0.43, 0.41, 0.65], [1.12, -0.81, 0.24], [-0.35, 0.67, -0.88], [0.03, -0.60, 1.21], [-0.28, -0.37, -0.80], [-0.09, 0.36, 0.36], [-0.06, -0.36, 0.00], [0.28, 0.09, -0.27], [0.17, 0.57, 0.36], [0.11, 0.16, 0.03], [-0.24, -0.06, -0.03], [-0.12, -0.02, -0.14], [-0.21, -0.07, 0.07], [0.07, 0.00, 0.21], [0.19, -0.20, 0.27], [-0.39, 0.07, -0.76], [0.61, -0.49, -0.21], [-0.21, 0.11, 0.19], [0.04, 0.10, 0.28], [0.35, 0.25, -0.05], [0.27, 0.22, -0.04], [0.10, -0.12, -0.17], [0.04, 0.14, 0.16], [0.01, -0.14, -0.22], [-0.04, 0.09, 0.20], [-0.03, -0.13, -0.22], [-0.05, -0.21, -0.27], [-0.17, -0.15, 0.26], [0.05, -0.03, -0.29], [-0.27, -0.12, -0.24], [-0.20, -0.03, 0.07], [0.03, 0.12, 0.23], [0.12, 0.25, 0.10], [0.25, -0.19, -0.22], [-0.11, -0.04, -0.29]],
  "gap_ev": 5.001,
  "total_charge": 1,
  "homo_ev": -10.13
}

=====

No. 5
{
  "formula": "CH3NO4",
  "method": "ωB97M-V with the def2-TZVPD basis set",
  "elements": ["C", "N", "O", "O", "O", "O", "H", "H", "H"],
  "coordinates": [[1.159, -0.083, -0.099], [0.007, -0.706, -0.695], [-1.556, 0.987, -0.797], [-0.831, -1.316, -0.085], [-1.472, 0.846, 0.492], [-1.929, -0.309, 0.834], [2.058, -0.002, -0.725], [1.108, 1.039, 0.227], [1.456, -0.457, 0.849]],
  "forces_ev_per_angstrom": [[1.05, 3.52, 1.54], [-0.04, -0.19, -1.80], [0.51, 0.42, 0.24], [1.72, -1.54, -0.65], [-0.59, 0.47, -0.60], [-0.88, 0.97, 1.76], [-0.79, -0.82, -0.50], [-0.97, -1.61, -0.90], [0.00, -1.21, 0.90]],
  "gap_ev": [7.827, 8.774],
  "homo_ev": [-9.60, -10.07]
}

=====

No. 6
{
  "formula": "C22H27IN3O9Ru",
  "method": "ωB97M-V with the def2-TZVPD basis set",
  "elements": ["Ru", "O", "C", "C", "N", "C", "C", "O", "O", "C", "C", "O", "O", "H", "H", "H", "H", "H", "H", "H", "H", "H", "I", "C", "C", "N", "N", "C", "H", "H", "H", "C", "C", "C", "C", "C", "H", "H", "H", "H", "H", "H", "H", "H", "H", "H", "O", "C", "O", "C", "C", "C", "C", "O", "C", "O", "C", "C", "H", "H", "H", "H", "H"],
  "coordinates": [[-0.471, -0.026, 0.653], [-0.122, -3.406, 0.958], [-0.100, -3.639, 2.351], [0.571, -2.544, 3.181], [-0.114, -1.256, 3.165], [0.640, -0.258, 3.903], [0.378, 1.185, 3.463], [1.143, 2.082, 3.737], [-0.752, 1.282, 2.793], [-1.500, -1.361, 3.597], [-2.507, -1.655, 2.476], [-3.611, -2.071, 2.824], [-2.122, -1.455, 1.272], [-0.864, -2.796, 0.774], [0.476, -4.557, 2.505], [-1.111, -3.836, 2.723], [1.592, -2.395, 2.823], [0.638, -2.929, 4.219], [1.705, -0.414, 3.720], [0.487, -0.329, 4.994], [-1.813, -0.411, 4.027], [-1.627, -2.130, 4.374], [6.750, -0.532, 1.732], [4.058, -0.756, 1.006], [3.506, -1.869, 0.412], [2.172, -1.688, 0.327], [1.804, -0.506, 0.844], [2.945, 0.064, 1.251], [3.952, -2.780, 0.048], [1.455, -2.295, -0.044], [2.898, 1.031, 1.726], [1.007, 3.284, 0.792], [-0.478, 3.294, 1.145], [-0.754, 4.308, 2.263], [-1.249, 3.736, -0.114], [-1.055, 1.918, 1.432], [1.305, 4.271, 0.424], [1.208, 2.554, 0.002], [1.623, 3.046, 1.654], [-0.451, 5.313, 1.954], [-0.209, 4.045, 3.168], [-1.823, 4.336, 2.494], [-0.886, 4.713, -0.444], [-2.320, 3.826, 0.090], [-1.118, 3.015, -0.921], [-2.137, 2.036, 1.549], [-0.177, -1.384, -1.325], [-0.601, -0.468, -2.071], [-1.004, 0.649, -1.663], [-0.621, -0.725, -3.564], [-0.106, -1.908, -4.075], [-0.106, -2.171, -5.448], [-0.644, -1.203, -6.260], [-0.777, -1.219, -7.637], [-1.327, 0.047, -7.981], [-1.644, 0.751, -6.792], [-1.160, -0.026, -5.753], [-1.165, 0.251, -4.412], [0.300, -2.623, -3.374], [0.299, -3.088, -5.853], [-2.241, -0.110, -8.563], [-0.585, 0.616, -8.554], [-1.556, 1.166, -3.993]],
  "forces_ev_per_angstrom": [[0.13, -0.08, 0.06], [-0.10, 0.01, 0.00], [0.06, 0.02, 0.01], [-0.03, -0.04, 0.03], [-0.04, 0.00, -0.06], [0.19, 0.08, 0.06], [0.04, -0.21, -0.10], [-0.06, -0.06, -0.02], [-0.20, 0.43, 0.19], [0.03, 0.06, 0.09], [-0.03, -0.17, -0.19], [-0.09, 0.02, 0.05], [0.05, -0.06, 0.01], [0.04, 0.00, 0.03], [0.02, 0.04, 0.03], [-0.03, 0.04, 0.01], [-0.01, 0.02, -0.05], [-0.01, 0.00, -0.05], [-0.03, 0.00, 0.04], [0.00, 0.01, -0.04], [0.01, -0.02, 0.01], [0.00, 0.02, -0.02], [-0.06, -0.03, -0.03], [0.02, 0.07, 0.07], [0.13, -0.07, 0.03], [0.00, 0.17, -0.06], [-0.08, -0.18, -0.31], [0.03, -0.04, 0.13], [0.04, 0.00, -0.01], [-0.05, 0.01, 0.05], [0.04, 0.06, 0.00], [0.05, -0.02, -0.05], [-0.18, 0.16, -0.18], [-0.02, -0.05, 0.01], [0.03, 0.01, 0.06], [0.03, 0.04, 0.35], [0.03, 0.02, 0.00], [-0.02, 0.00, 0.05], [0.03, -0.04, 0.06], [0.03, 0.01, -0.01], [0.03, -0.02, 0.03], [0.00, -0.01, 0.00], [0.01, 0.01, -0.01], [-0.02, -0.01, 0.02], [0.02, -0.03, -0.02], [0.02, -0.06, -0.10], [-0.07, -0.01, -0.02], [-0.05, 0.12, -0.05], [0.10, -0.22, -0.16], [-0.06, 0.07, 0.05], [-0.03, 0.06, -0.03], [-0.02, 0.03, -0.03], [0.02, 0.01, -0.02], [-0.02, -0.02, 0.15], [0.01, 0.01, -0.06], [-0.01, -0.06, 0.06], [0.03, -0.02, -0.02], [0.07, -0.10, -0.02], [0.01, -0.01, 0.02], [0.00, -0.01, -0.02], [0.06, 0.05, -0.02], [-0.05, -0.01, -0.01], [-0.01, 0.02, 0.02]],
  "spin_multiplicity": 6,
  "gap_ev": [5.002, 6.124],
  "total_charge": -2,
  "s2": 8.766,
  "homo_ev": [-1.24, -2.36]
}

=====

Record-wise energy above the lowest of the compared OMol25 structures with the same formula, charge and spin values, in kcal/mol: 53.95, 174.02, 74.56, 107.03, 217.55, 18.04